ORCA calculation (ωB97M-V/def2-TZVPD) on C26H53InNO4 as an isolated structure.

Each line ends with the Löwdin charge.
Cartesian coordinates (Å):
H -1.496 -3.096 -1.653  0.072
H 1.782 -2.457 -3.487  0.105
H 2.674 2.620 0.865  0.065
H -0.287 4.982 -1.116  0.073
H 2.629 -0.849 -1.318  0.118
H -3.073 5.824 -4.116  0.081
C -0.245 2.888 3.507  -0.058
H -1.609 6.539 -3.418  0.077
H 0.676 1.499 5.727  0.081
C -1.464 -5.207 -2.199  -0.241
C 0.979 -2.650 -2.761  -0.221
H -0.006 8.052 1.062  0.078
H 0.044 7.495 -0.621  0.068
C -0.437 5.950 0.821  -0.485
H -3.050 7.526 -3.614  0.080
H -0.979 2.153 3.846  0.085
H 3.250 0.913 0.959  0.090
H -1.511 6.102 0.769  0.116
O -0.124 5.642 2.184  -0.071
C 2.048 -8.215 -0.905  -0.112
H 1.651 -1.735 -0.158  0.071
H 4.676 -6.283 -0.192  0.093
H -2.758 5.140 -1.718  0.135
H 4.176 -8.395 -1.254  0.088
C 0.280 7.225 0.409  -0.065
C 0.012 -4.446 3.169  -0.303
H -2.319 -3.506 -3.147  0.102
C -3.156 6.124 -1.969  -0.490
C 1.453 -6.171 0.171  -0.321
C 1.073 -7.388 -0.385  -0.143
N 2.729 -5.759 0.267  0.033
H -3.321 -4.696 -1.239  0.090
H -0.398 -1.284 -1.699  0.094
H 2.383 1.941 5.553  0.078
C 3.006 1.746 0.290  -0.114
O 2.001 1.442 -0.666  -0.213
H 1.031 4.581 0.001  0.082
C 1.152 0.365 -0.263  -0.218
C -1.411 -3.705 -2.556  -0.233
C -2.149 -5.625 0.354  -0.300
C 1.609 -0.965 -0.931  -0.186
H 0.828 5.502 2.243  0.069
H -0.556 3.870 0.237  0.076
H -5.087 7.094 -2.072  0.079
H 0.096 -3.225 0.146  -0.060
C -4.673 6.102 -1.869  -0.061
C -0.220 -3.324 -3.473  -0.204
C 1.160 -4.723 3.855  -0.192
H -0.486 -5.634 -1.956  0.080
H 1.364 7.104 0.500  0.080
H -0.859 -4.053 3.718  -0.009
In -0.167 -4.793 0.955  0.680
H 0.742 -0.531 -2.813  0.115
C -2.572 -5.490 -1.143  -0.296
H -5.106 5.393 -2.577  0.081
O 2.105 3.417 3.361  -0.069
H 1.925 4.246 3.819  0.077
H -1.799 -5.710 -3.122  0.100
C -2.698 6.520 -3.364  -0.060
H 1.180 -5.550 4.585  0.019
H -0.545 -2.629 -4.259  0.098
O -2.623 7.039 -1.009  -0.067
C 1.360 2.252 5.335  -0.063
H -3.037 -6.447 -1.424  0.084
C 0.633 -1.330 -2.059  -0.236
H -0.469 3.847 3.977  0.076
H -2.221 -6.660 0.710  0.012
H 1.236 0.212 0.822  0.104
C 3.364 -7.803 -0.844  -0.118
C 3.628 -6.595 -0.244  -0.205
H -2.964 7.917 -1.214  0.094
H 1.793 -9.163 -1.377  0.095
H -0.359 3.026 2.434  0.060
H 0.160 -4.245 -3.932  0.102
C 1.169 2.443 3.839  -0.481
H 1.388 1.509 3.319  0.133
H 1.397 -3.382 -2.057  0.096
H 0.104 0.570 -0.498  0.114
H 1.189 3.192 5.868  0.079
H 0.029 -7.681 -0.446  0.084
H 3.919 1.989 -0.267  0.082
C -0.042 4.781 -0.072  -0.046
H -4.986 5.824 -0.862  0.081
H -2.892 -5.065 0.941  0.013
H 2.071 -4.134 3.719  0.023

Computed properties:
Net charge: -1
Energy relative to the best compared isomer or geometry (same formula, charge and spin) (kcal per mole): 0.0
Kohn-Sham gap (Eh): 0.190

ORCA calculation (ωB97M-V/def2-TZVPD) on one molecule with the formula C19H26ClN3O3.

Each line ends with the Löwdin charge.
Cartesian coordinates (Å):
N -0.176 -1.345 2.112  -0.041
H 1.786 0.931 4.188  0.121
C 1.285 0.235 4.843  -0.017
Cl -0.743 -2.718 7.550  0.676
H -1.043 -1.961 -4.324  0.126
H -0.218 -2.430 -2.153  0.123
C 0.393 4.004 -4.413  -0.063
C -1.824 0.419 1.756  -0.158
N -0.115 -0.403 -1.527  -0.129
H -1.766 -1.653 -1.772  0.116
C -0.968 -1.074 -3.685  -0.105
H -1.128 1.201 2.069  0.118
C -1.485 -0.875 2.501  -0.145
C -0.090 0.951 -4.661  -0.537
C 0.130 -1.852 5.154  -0.062
O 2.060 -1.437 2.408  0.079
H 1.580 -1.655 -3.603  0.126
N 0.155 -0.260 -4.106  -0.039
H -1.513 -0.709 3.578  0.116
C -1.714 0.207 0.248  -0.141
C 0.946 -1.246 2.862  -0.424
C 1.393 -0.589 -3.442  -0.115
H -1.868 -0.470 -3.816  0.122
H 0.166 2.873 -6.237  0.121
C -0.786 -1.486 -2.215  -0.160
H 0.461 -0.208 8.096  0.104
H 1.584 0.749 -1.746  0.124
H 2.208 -0.021 -3.887  0.124
C 0.034 -1.578 6.508  -0.663
H 1.944 -0.955 -1.379  0.123
H 0.413 0.443 0.258  0.157
H 1.074 4.061 -3.566  0.075
H -0.777 -2.372 0.411  0.132
O -1.178 1.309 -5.049  0.090
H 0.342 4.975 -4.895  0.076
C 0.752 -0.934 4.316  -0.151
H 0.961 -1.972 0.513  0.122
H -2.833 0.736 2.022  0.114
C 0.547 -0.404 7.039  -0.105
H 1.583 1.411 6.605  0.107
H -2.219 -1.649 2.245  0.132
H -0.597 3.733 -4.055  0.074
C 1.274 -0.282 -1.940  -0.141
H -2.465 -0.519 -0.068  0.110
C -0.310 -0.303 -0.097  -0.297
O 1.040 1.684 -4.798  -0.013
C 1.174 0.498 6.198  -0.066
H 1.868 3.215 -5.796  0.122
C 0.878 2.961 -5.410  -0.221
C -0.050 -1.603 0.693  -0.086
H -1.900 1.138 -0.288  0.121
H -0.266 -2.774 4.757  0.123

Computed properties:
SMILES: CCOC(=O)N1CCN([C@H]2CCCN(C(=O)c3cccc(Cl)c3)C2)CC1
Energy relative to the best compared isomer or geometry (same formula, charge and spin) (kcal per mole): 22.6
Kohn-Sham gap (Eh): 0.336

ORCA calculation (ωB97M-V/def2-TZVPD) on a 5-piece molecular cluster, C5H18O6 overall.

Each line ends with the Löwdin charge.
Cartesian coordinates (Å):
O -3.900 -3.141 -1.380  -0.198
C 1.411 0.191 -0.764  -0.367
H 0.995 -0.454 -1.556  0.088
H -1.614 1.403 -0.908  0.088
C -0.969 -0.459 0.046  -0.234
H 2.783 2.716 1.597  -0.010
H -0.871 -1.476 -0.336  0.105
O 3.040 -1.520 1.652  -0.197
C 0.392 0.194 0.425  -0.195
C -3.275 -0.076 -1.032  -0.492
H -3.937 -2.249 -1.912  -0.007
H 0.218 1.215 0.765  0.080
H 1.330 3.297 1.281  -0.006
H 0.790 -0.376 1.266  0.082
O -3.745 -0.675 -2.165  -0.366
H 3.478 0.522 2.223  0.016
O 2.264 3.471 1.214  -0.114
H -3.822 0.896 -0.838  0.074
O 2.723 -0.135 -0.404  -0.353
C -1.778 0.325 -1.024  -0.209
H -3.523 -0.708 -0.142  0.078
H -3.236 -2.838 -0.750  -0.024
H 2.860 -1.034 0.715  -0.018
H 3.601 0.988 0.722  0.031
H -1.542 -0.434 0.980  0.088
H -1.295 0.128 -1.988  0.095
H 1.461 1.221 -1.160  0.090
H 2.463 -2.264 1.806  -0.017
O 3.700 1.271 1.666  -0.108

Computed properties:
Net charge: -2
Energy relative to the best compared isomer or geometry (same formula, charge and spin) (kcal per mole): 0.0
Kohn-Sham gap (Eh): 0.247

ORCA calculation (ωB97M-V/def2-TZVPD) on C21H25N4O2RhS2 as an isolated structure.

Each line ends with the Löwdin charge.
Cartesian coordinates (Å):
H -1.836 2.844 2.699  0.103
H -3.928 0.580 1.493  0.093
N 0.209 -0.345 -2.158  -0.173
C -1.634 -1.451 2.128  -0.149
H 0.420 2.243 2.295  0.134
C 3.155 -0.156 -4.363  -0.026
H 0.458 -1.841 2.324  0.136
N 2.104 -0.094 -0.308  0.032
C -1.489 -2.558 -3.199  -0.066
H -4.249 -4.390 -3.884  0.120
H -1.872 -2.471 2.434  0.151
C 1.448 -0.241 -2.625  -0.274
C -3.014 -0.916 0.159  -0.210
H -1.426 -2.181 0.213  0.144
C -2.288 -3.675 -3.408  -0.053
S -1.996 1.671 0.633  1.031
C -4.188 -2.247 -3.830  -0.042
H 5.155 0.155 1.090  0.127
H 5.185 0.003 -3.701  0.129
C -3.395 0.511 0.546  -0.363
H -0.237 -0.993 3.705  0.144
H -3.782 -1.599 0.534  0.147
H -2.376 1.198 2.966  0.085
H 5.856 0.137 -1.308  0.143
N -1.681 -1.306 0.660  -0.096
H -0.437 -2.673 -2.964  0.109
C -3.408 -1.123 -3.620  -0.058
H -5.233 -2.134 -4.091  0.122
O -0.812 0.809 -4.282  -0.233
H -1.857 -4.665 -3.344  0.117
H -4.058 0.909 -0.221  0.099
C -1.667 1.808 2.412  -0.382
H -0.046 1.368 3.752  0.142
H -3.829 -0.129 -3.712  0.130
C 4.145 -0.061 -3.407  0.024
H -2.990 -1.005 -0.922  0.090
H 2.804 0.024 1.642  0.106
C 4.813 0.063 -1.026  0.053
H 1.059 -0.343 -4.753  0.113
H 3.417 -0.162 -5.412  0.129
C -3.631 -3.517 -3.719  -0.043
Rh -0.150 0.138 -0.049  1.015
C -2.064 -1.298 -3.299  -0.317
H -2.396 -0.809 2.562  0.110
O -1.802 0.957 -2.053  -0.402
C 3.074 0.009 0.595  -0.098
C 1.824 -0.253 -3.997  0.036
C -0.225 1.451 2.677  -0.217
H 1.204 0.196 2.044  0.061
C 3.825 -0.049 -2.015  -0.139
C 2.487 -0.138 -1.612  -0.155
N 0.196 0.201 1.989  -0.189
C -0.259 -1.072 2.617  -0.134
S -1.133 0.164 -3.049  0.646
C 4.432 0.082 0.290  -0.007

Computed properties:
Net charge: +2
Kohn-Sham gap (alpha / beta) (Eh): 0.168 / 0.168

ORCA calculation (ωB97M-V/def2-TZVPD) on a 2-piece molecular cluster, C4H11NO overall.

Each line ends with the Löwdin charge.
Cartesian coordinates (Å):
H 0.924 -0.950 -0.221  0.108
H -3.490 0.732 -1.818  0.124
C 0.553 -1.047 -1.243  -0.027
N -1.796 -0.615 0.321  0.222
H -2.642 -1.179 0.293  0.157
C -0.509 0.013 -1.563  0.052
H -0.932 -1.112 0.460  0.087
H 5.895 0.123 3.727  0.029
H -0.024 -1.956 -1.245  0.091
C -1.617 0.253 -0.773  -0.247
H 1.233 -1.068 -2.087  0.097
H -2.425 2.060 -1.601  0.105
H -0.138 0.713 -2.320  0.142
O 5.867 0.390 4.653  -0.060
C -2.767 1.152 -1.088  0.000
H 5.094 0.965 4.702  0.031
H -3.228 1.527 -0.197  0.091

Computed properties:
Net charge: +1
2S+1: 2
Energy relative to the best compared isomer or geometry (same formula, charge and spin) (kcal per mole): 29.3
Kohn-Sham gap (alpha / beta) (Eh): 0.334 / 0.201

ORCA calculation (ωB97M-V/def2-TZVPD) on CAuFNO5S2 as an isolated structure.

Each line ends with the Löwdin charge.
Cartesian coordinates (Å):
F 0.428 3.084 0.754  -0.354
O -0.950 -1.830 -0.220  -0.003
C -1.964 -1.656 -0.764  -0.374
O 2.913 0.754 -0.564  -0.322
S 1.658 -0.063 -0.709  0.829
O -1.623 1.666 0.894  -0.443
S -0.398 1.723 0.049  0.834
N 0.550 0.528 0.504  -0.662
Au 0.494 -1.208 1.400  0.844
O 1.844 -1.438 0.011  -0.597
O -2.952 -1.561 -1.356  0.248

Computed properties:
2S+1: 4
Energy relative to the best compared isomer or geometry (same formula, charge and spin) (kcal per mole): 0.0
Kohn-Sham gap (alpha / beta) (Eh): 0.277 / 0.215

| no. | strongest force on any atom (eV Å⁻¹) | molar mass (g mol⁻¹) |
| --- | --- | --- |
| 1 | 2.4 | 558.5 |
| 2 | 0.6 | 379.9 |
| 3 | 1.8 | 174.2 |
| 4 | 3.6 | 532.5 |
| 5 | 3.6 | 89.1 |
| 6 | 7.6 | 386.1 |